Entry 1:
Computed, not measured: a structure of composition C23H31NO6Se2Te2Zr in a non-equilibrium geometry, with ωB97M-V/def2-TZVPD.

Each line ends with the Mulliken charge.
Positions of all 66 atoms, in Å:
Zr 0.856 0.644 -1.331  -0.08
O 1.924 1.938 3.035  -0.52
C 1.666 1.778 1.741  -0.05
O 2.168 0.971 1.029  -0.23
C 0.695 2.786 1.190  0.35
C 0.316 3.925 1.844  -0.67
C -0.442 4.866 1.145  -0.76
C -0.754 4.636 -0.174  -0.77
C -0.336 3.452 -0.751  0.58
N 0.352 2.542 -0.070  1.14
C -0.528 3.153 -2.220  -0.29
O -1.154 3.919 -2.906  -0.70
O 0.094 2.062 -2.575  -0.59
H 2.574 1.261 3.276  0.39
H 0.627 4.084 2.870  0.60
H -0.754 5.784 1.632  0.44
H -1.306 5.343 -0.782  0.61
Se 3.024 2.363 -1.573  -0.36
Te 3.341 0.791 -3.478  -0.11
Te 1.075 -0.272 -4.521  -0.27
Se -0.146 -1.432 -2.674  -0.40
C -2.015 -1.870 3.068  -1.66
C -1.516 -2.087 1.637  2.95
C -2.318 -3.186 0.931  -1.55
C -0.027 -2.401 1.571  0.28
C 0.504 -3.456 2.305  -0.49
C 1.839 -3.817 2.190  -1.47
C 2.638 -3.151 1.273  -0.51
C 2.145 -2.099 0.509  -0.12
C 3.034 -1.522 -0.593  3.80
C 3.248 -2.558 -1.688  -1.59
C 4.366 -0.990 -0.100  -1.62
C 0.825 -1.682 0.728  0.81
O 0.343 -0.563 0.111  1.01
H -3.068 -1.564 3.067  0.43
H -1.435 -1.094 3.579  0.34
H -1.942 -2.789 3.663  0.35
H -1.671 -1.168 1.084  -1.94
H -2.168 -4.155 1.423  0.40
H -2.008 -3.289 -0.112  0.31
H -3.391 -2.961 0.949  0.44
H -0.147 -4.014 2.974  0.32
H 2.246 -4.628 2.785  0.39
H 3.667 -3.470 1.129  0.37
H 2.497 -0.675 -1.041  -1.95
H 3.746 -3.429 -1.249  0.36
H 3.880 -2.161 -2.474  0.35
H 2.305 -2.881 -2.119  0.35
H 4.975 -1.829 0.253  0.40
H 4.248 -0.275 0.709  0.22
H 4.899 -0.502 -0.913  0.35
C -2.617 1.102 -3.812  -0.91
C -3.256 0.799 -2.490  -0.50
O -2.390 1.045 -1.373  0.33
C -3.129 0.863 -0.165  -0.56
C -2.383 1.403 1.030  -0.90
H -3.393 0.983 -4.578  0.45
H -1.812 0.411 -4.033  -0.01
H -2.238 2.119 -3.868  0.14
H -3.567 -0.248 -2.448  0.32
H -4.148 1.414 -2.362  0.35
H -3.341 -0.205 -0.037  0.35
H -4.087 1.379 -0.256  0.49
H -1.388 0.971 1.120  -0.04
H -2.941 1.142 1.933  0.52
H -2.298 2.494 0.985  0.31

The HOMO-LUMO gap comes out at 6.12 eV. The value obtained for the energy above the lowest of the compared OMol25 structures with the same formula, charge and spin is 104.6 kJ/mol. The LUMO energy is -0.039 Ha. The value obtained for the HOMO energy is -0.264 Eh. The value obtained for the calculated total energy is -6787.39871 hartree.



Entry 2:
Computed, not measured: a cluster of 3 separate species, C24H40Br2FN3O6PS in total in a non-equilibrium geometry, with ωB97M-V/def2-TZVPD.

Each line ends with the Mulliken charge.
Positions of all 78 atoms, in Å:
C -0.413 4.171 1.496  -1.20
C 0.242 3.000 1.686  -0.31
C 0.373 1.938 0.608  3.16
C -1.126 1.596 0.328  -1.15
Br -2.126 1.983 -1.284  -0.07
C -1.906 1.035 1.241  0.62
C -3.374 0.691 1.036  -1.56
Br -1.329 0.545 3.002  -0.07
C 1.113 0.600 1.008  -1.02
N 1.727 0.444 2.325  -0.19
C 1.974 0.140 -0.157  -1.22
N 2.522 -1.092 -0.260  -0.08
C 1.737 -2.205 0.282  -0.20
C 2.598 -3.481 0.413  -1.25
N 2.104 1.126 -0.990  0.90
C 2.877 0.878 -2.213  -0.60
C 4.337 1.377 -2.227  -1.27
C 1.429 2.368 -0.490  -1.46
C 2.504 3.393 -0.005  -1.85
C 3.477 3.177 1.156  -0.09
C 4.583 2.118 0.997  -1.25
F 2.980 3.056 2.437  -0.34
P 0.856 3.295 -2.054  1.08
O 2.187 3.771 -2.877  -0.55
O 0.180 2.274 -3.146  -0.58
S -0.158 4.877 -1.698  -0.36
H 0.077 5.138 1.574  0.35
H -1.460 4.145 1.190  0.28
H 0.637 2.779 2.674  0.53
H -3.401 -0.049 0.232  0.32
H -3.818 0.237 1.920  0.52
H -3.973 1.562 0.773  0.31
H 0.332 -0.173 1.009  1.17
H 2.712 0.220 2.208  0.36
H 1.337 -0.356 2.810  0.44
H 3.488 -1.137 0.050  0.43
H 0.863 -2.476 -0.313  0.30
H 1.361 -2.012 1.292  0.12
H 2.519 -4.050 -0.513  0.31
H 2.171 -4.106 1.200  0.33
H 3.624 -3.258 0.712  0.38
H 2.939 -0.182 -2.450  0.55
H 2.433 1.300 -3.113  0.47
H 4.719 1.117 -3.217  0.54
H 4.927 0.815 -1.504  0.30
H 4.431 2.457 -2.143  0.18
H 3.174 3.641 -0.834  0.77
H 1.971 4.329 0.173  0.61
H 4.062 4.105 1.186  0.57
H 4.221 1.087 0.977  0.10
H 5.262 2.383 0.189  0.35
H 5.171 2.208 1.914  0.45
H 2.027 3.672 -3.830  0.39
H 0.172 1.399 -2.723  0.46
O -6.041 2.983 1.243  -0.57
C -6.744 2.505 0.401  0.54
O -6.375 1.425 -0.336  -0.31
C -7.383 1.151 -1.329  -0.46
C -8.653 1.798 -0.803  -0.50
C -8.106 2.998 -0.036  -0.47
H -7.060 1.584 -2.278  0.28
H -7.487 0.075 -1.450  0.32
H -9.359 2.058 -1.588  0.33
H -9.155 1.120 -0.110  0.27
H -7.975 3.872 -0.677  0.26
H -8.721 3.249 0.823  0.30
O 0.321 -6.299 2.540  -0.58
C 0.734 -6.853 1.565  0.55
O 2.047 -7.146 1.361  -0.35
C 2.216 -7.708 0.045  -0.34
C 0.852 -8.252 -0.341  -0.50
C -0.089 -7.287 0.368  -0.38
H 2.554 -6.916 -0.629  0.19
H 2.975 -8.485 0.082  0.33
H 0.700 -8.309 -1.418  0.33
H 0.724 -9.255 0.068  0.27
H -0.312 -6.410 -0.243  0.21
H -1.008 -7.772 0.685  0.31

The HOMO-LUMO gap comes out at 6.89 eV. As for the charge: +1. The value obtained for the energy above the lowest of the compared OMol25 structures with the same formula, charge and spin is 198.6 kJ/mol. The LUMO energy is -0.124 Ha. The value obtained for the HOMO energy is -0.377 Eh. The value obtained for the calculated total energy is -7541.33302 hartree.



Entry 3:
Computed, not measured: an isolated molecule of C3H5NO4 in a non-equilibrium geometry, with ωB97M-V/def2-TZVPD.

Each line ends with the Mulliken charge.
Positions of all 13 atoms, in Å:
C -1.336 0.507 0.230  -0.48
C -0.272 -1.278 0.304  -0.47
C 0.145 0.208 0.198  0.75
N 0.988 0.437 -1.105  0.78
O 0.915 1.563 -1.562  -0.55
O 1.749 -0.429 -1.488  -0.55
O -1.637 -0.871 0.226  -0.35
O 0.937 0.992 1.031  -0.51
H -1.708 0.959 1.199  0.25
H -1.795 1.059 -0.743  0.22
H 0.188 -1.848 -0.613  0.29
H 0.101 -1.731 1.291  0.26
H 1.725 0.434 1.033  0.37

Its SMILES is O=[N+]([O-])C1(O)COC1. The HOMO-LUMO gap comes out at 10.82 eV. The value obtained for the energy above the lowest of the compared OMol25 structures with the same formula, charge and spin is 569.1 kJ/mol. The LUMO energy is 0.005 Ha. The value obtained for the HOMO energy is -0.393 Eh. The value obtained for the calculated total energy is -472.85270 hartree.



Entry 4:
Computed, not measured: a cluster of 2 separate species, C4H11N2 in total in a non-equilibrium geometry, with ωB97M-V/def2-TZVPD.

Each line ends with the Mulliken charge.
Positions of all 17 atoms, in Å:
C 1.508 -1.172 0.477  -0.46
C 0.209 -0.895 -0.097  0.58
C -1.087 -1.451 -0.628  -0.75
C 1.567 1.297 -0.755  -0.76
N 1.096 0.003 -0.295  0.02
N -1.240 0.983 1.659  -0.75
H 1.565 -0.942 1.518  0.26
H 2.249 -1.844 0.007  0.27
H -1.111 -2.538 -0.526  0.30
H -1.134 -1.187 -1.732  0.31
H -1.713 -0.927 0.069  0.24
H 2.638 1.448 -0.820  0.30
H 1.037 1.624 -1.631  0.33
H 1.241 1.982 0.022  0.36
H -1.790 0.273 1.992  0.25
H -2.002 1.465 1.040  0.28
H -1.084 1.490 2.533  0.24

The HOMO-LUMO gap comes out at 10.66 eV. As for the charge: +1. The value obtained for the energy above the lowest of the compared OMol25 structures with the same formula, charge and spin is 351.6 kJ/mol. The LUMO energy is -0.148 Ha. The value obtained for the HOMO energy is -0.540 Eh. The value obtained for the calculated total energy is -268.17099 hartree.